Record 1
{"formula": "C36H37NP2Sn", "method": "ωB97M-V with the def2-TZVPD basis set", "symbols": ["Sn", "C", "C", "C", "C", "C", "C", "C", "C", "C", "H", "H", "H", "H", "H", "H", "H", "H", "H", "H", "H", "H", "H", "H", "H", "P", "P", "C", "C", "C", "C", "C", "C", "C", "C", "C", "C", "C", "C", "C", "C", "C", "C", "C", "C", "C", "C", "C", "C", "C", "C", "C", "C", "H", "H", "H", "H", "H", "H", "H", "H", "H", "H", "H", "H", "H", "H", "H", "H", "H", "H", "H", "H", "H", "H", "N", "C"], "xyz": [[-0.186, 2.023, -1.186], [-1.864, 1.558, -2.470], [-1.714, 0.206, -2.095], [-1.016, -0.815, -2.909], [0.387, -0.386, -3.439], [1.103, 0.655, -2.621], [1.116, 2.029, -2.986], [0.044, 2.710, -3.837], [-1.383, 2.131, -3.812], [1.293, 1.052, 2.318], [-2.679, 2.123, -1.976], [-2.427, -0.208, -1.378], [-1.634, -1.132, -3.776], [-0.876, -1.749, -2.333], [1.026, -1.291, -3.464], [0.283, -0.057, -4.489], [1.874, 0.246, -1.969], [2.029, 2.625, -2.871], [0.412, 2.692, -4.881], [-0.020, 3.774, -3.540], [-2.072, 2.955, -4.053], [-1.503, 1.386, -4.612], [1.259, 2.106, 1.970], [1.695, 1.010, 3.335], [0.288, 0.662, 2.273], [-1.858, -1.078, 1.459], [2.268, 0.060, 1.183], [-0.364, -1.300, 0.471], [0.966, -0.898, 0.363], [-2.802, -2.592, 1.488], [-2.913, -3.406, 0.344], [-3.709, -4.552, 0.410], [-4.407, -4.869, 1.584], [-4.308, -4.029, 2.703], [-3.524, -2.879, 2.655], [-3.060, 0.234, 0.984], [-2.660, 1.590, 0.950], [-3.566, 2.588, 0.580], [-4.918, 2.279, 0.376], [-5.339, 0.947, 0.465], [-4.416, -0.072, 0.725], [3.580, -1.052, 1.680], [3.242, -2.327, 2.179], [4.246, -3.213, 2.571], [5.593, -2.857, 2.426], [5.940, -1.631, 1.837], [4.933, -0.748, 1.437], [3.161, 1.468, 0.391], [3.398, 2.581, 1.241], [3.457, 3.869, 0.719], [3.674, 4.028, -0.653], [3.885, 2.885, -1.436], [3.632, 1.594, -0.927], [-0.590, -2.152, -0.202], [1.506, -1.485, -0.395], [-2.395, -3.145, -0.586], [-3.795, -5.195, -0.464], [-5.011, -5.780, 1.639], [-4.850, -4.254, 3.617], [-3.459, -2.192, 3.510], [-1.632, 1.869, 1.216], [-3.230, 3.617, 0.453], [-5.641, 3.064, 0.166], [-6.388, 0.689, 0.320], [-4.748, -1.114, 0.734], [2.191, -2.604, 2.242], [3.971, -4.184, 3.000], [6.378, -3.538, 2.767], [6.990, -1.365, 1.699], [5.203, 0.178, 0.930], [3.427, 2.446, 2.325], [3.365, 4.733, 1.381], [3.718, 5.023, -1.104], [4.221, 2.985, -2.472], [3.834, 0.709, -1.543], [-1.190, -0.510, 4.243], [-1.444, -0.723, 3.120]], "e_above_lowest_ev": 0.798, "energy_ev": -63821.7805, "charge": 0, "multiplicity": 1, "e_homo_ha": [-0.1634, -0.1632]}


Record 2
{"formula": "C2H4N4", "method": "ωB97M-V with the def2-TZVPD basis set", "symbols": ["C", "N", "N", "C", "N", "N", "H", "H", "H", "H"], "xyz": [[1.087, 0.046, 0.913], [0.103, 1.061, -0.314], [-0.749, 0.428, 0.564], [-1.480, -0.365, -0.229], [-1.148, -0.211, -1.507], [-0.134, 0.636, -1.533], [1.446, 0.884, 1.499], [1.770, -0.267, 0.127], [0.756, -0.788, 1.527], [-2.266, -1.018, 0.121]], "e_above_lowest_ev": 4.441, "energy_ev": -8094.8729, "charge": 0, "multiplicity": 1, "e_homo_ha": -0.3925}


Record 3
{"formula": "C5H6NO4", "method": "ωB97M-V with the def2-TZVPD basis set", "symbols": ["C", "C", "C", "C", "C", "N", "O", "O", "O", "O", "H", "H", "H", "H", "H", "H"], "xyz": [[1.059, -0.264, -0.488], [-1.520, -0.508, 0.434], [1.104, 0.992, 0.157], [-2.722, -0.213, -0.691], [1.626, -1.393, 0.359], [0.495, 2.078, -0.483], [-2.957, 0.975, -0.901], [1.725, 1.170, 1.176], [-3.290, -1.265, -0.901], [-1.526, -0.802, 1.545], [2.608, -1.177, 0.961], [1.597, -2.433, -0.020], [1.017, -1.442, 1.194], [-0.385, 1.944, -0.990], [0.413, 2.877, 0.177], [0.756, -0.541, -1.530]], "e_above_lowest_ev": 2.547, "energy_ev": -14961.9417, "charge": -1, "multiplicity": 1, "e_homo_ha": [-0.1121, -0.1396]}